Record 1
Molecular formula: C3H4NO2S
Method: DFT, the ωB97M-V functional and the def2-TZVPD basis

The geometry in XYZ format:
```
11
Properties=species:S:1:pos:R:3:forces:R:3:lowdin_charge:R:1
C 2.01096 0.81044 0.16575 2.3976 0.9683 0.0191 -0.3801
C 1.07056 -0.14254 0.34312 -3.1008 0.2255 1.2485 -0.0273
C -1.39075 0.20912 -1.05983 0.0957 -0.7792 0.1806 -0.2288
N 2.93070 1.53395 0.16904 -0.7699 -0.1456 -0.3689 0.0830
O -3.15237 -0.91645 0.57698 0.1379 0.2575 -0.8957 -0.5272
O -2.84289 1.50368 0.69022 -0.4195 0.7991 0.0558 -0.5264
S -2.92763 0.33785 -0.19254 0.9915 0.0938 0.8878 0.5649
H 1.11688 -1.15501 0.08621 0.5078 -1.0687 -0.7642 0.0266
H 0.32514 0.05047 1.12360 0.2848 0.0529 -0.3635 0.0590
H -1.57013 -0.72040 -1.54141 0.3504 -1.4212 -0.4122 -0.0410
H -0.94251 0.82825 -1.83005 -0.4754 1.0177 0.4125 -0.0026
```
Positions in Å, forces in eV/Å.

E_LUMO (alpha / beta), eV: 3.2 / 2.4
Frontier orbital gap (alpha / beta), eV: 7.4 / 5.9
Total charge: -1

=====

Record 2
Molecular formula: C30H44As8F48N6O2
Method: DFT, the ωB97M-V functional and the def2-TZVPD basis

The geometry in XYZ format:
```
138
Properties=species:S:1:pos:R:3:forces:R:3:lowdin_charge:R:1
C -11.97660 5.64669 19.13066 0.3158 -1.2524 -0.8111 0.0425
C -12.65116 5.62179 17.80288 -1.1146 0.1812 0.6677 -0.3634
O -13.80473 5.91874 17.63473 0.7046 -0.4161 -0.9491 0.0998
N -11.82327 5.09324 16.62022 -1.0281 1.9220 -1.1995 0.1098
H -11.00660 5.70438 16.50239 1.0640 -0.1952 0.7673 0.1082
H -11.53197 4.10256 16.70042 0.5144 0.0761 0.4413 0.0980
C -12.47289 5.24897 15.25319 -0.8984 -1.3173 1.2889 -0.0178
H -12.69751 5.42773 19.91588 -0.1757 0.5297 -0.0983 0.0993
H -11.45304 6.59412 19.26405 0.2103 -0.1859 0.0991 0.1198
H -11.32356 4.76937 19.11014 0.7347 0.4408 0.3684 0.0711
H -12.51269 6.27829 14.91075 0.4109 -0.0180 0.1852 0.0763
H -13.49363 4.89471 15.39581 -0.1194 0.2067 -0.1911 0.0561
H -11.97992 4.54161 14.58987 0.3329 0.4176 -0.1256 0.0934
C -14.83346 1.73490 16.38269 -0.3492 -0.2338 1.4354 0.0484
C -15.94210 2.56308 16.98070 1.0062 1.0970 -0.3856 -0.3938
O -16.27126 3.66195 16.67808 -0.4683 -0.1896 -0.1940 0.1573
N -16.64288 1.99820 18.21062 1.3130 -1.9167 -0.5743 0.0861
H -17.63503 2.20437 18.19552 -0.0210 0.4442 0.3022 0.1732
H -16.52544 0.98717 18.14950 -0.3069 -0.1997 -0.0871 0.1673
C -15.88390 2.36690 19.44337 -0.6231 1.5112 2.0532 0.0351
H -14.12055 1.40545 17.14913 0.0720 0.2732 0.3167 0.1119
H -14.24454 2.32243 15.68402 -0.3698 -0.2815 -0.4048 0.1031
H -15.25029 0.76959 16.08779 0.0993 0.1431 -0.7816 0.1017
H -15.92221 1.61034 20.22548 0.3098 -0.5805 -0.6068 0.1124
H -16.43079 3.17880 19.92749 0.2505 0.4255 -0.3646 0.1076
H -14.86345 2.69623 19.24945 0.0131 -0.3049 -0.2120 0.1108
C -23.27424 6.05034 9.22735 -0.0978 0.7476 -0.1682 0.0211
N -22.40865 6.29645 10.38747 -1.4618 1.7462 1.5160 -0.0987
C -23.04848 6.67504 11.56320 1.9383 -1.9514 -0.1238 0.0502
C -22.25624 6.68157 12.70821 -1.0480 0.1635 -0.0511 0.0560
C -20.87259 6.59926 12.64599 0.2427 0.7083 -0.8185 -0.1248
C -20.27491 6.57309 11.39006 0.2009 -0.6940 0.5245 0.0812
C -21.07989 6.38308 10.28880 0.1973 -1.2880 -0.2517 0.0083
C -20.09032 6.71728 13.89251 -0.6194 0.7850 0.5017 -0.1816
C -19.91782 5.66982 14.75903 0.3926 -0.3775 0.3146 0.0282
C -19.18980 5.87712 15.91585 -0.1882 -0.1027 0.2099 0.0078
N -18.61770 7.03900 16.18983 -0.1525 0.8326 -0.6353 -0.0403
C -18.86680 8.13981 15.40617 -0.0524 -2.0439 0.3904 0.0390
C -19.70040 7.99947 14.30617 1.4760 0.3200 0.2261 0.0304
C -17.72953 7.20745 17.39572 -1.6018 0.3361 -0.1917 0.0580
H -22.66495 5.58261 8.45940 -0.3679 -0.0382 -0.1214 0.1043
H -23.67779 7.01711 8.92275 0.3834 0.0393 -0.4418 0.1119
H -24.17702 5.50213 9.48874 0.4720 -0.5800 0.1975 0.1055
H -24.12632 6.66686 11.51745 -0.0064 0.1907 0.2202 0.1414
H -22.65145 6.70491 13.71500 -0.5810 0.3384 -0.2014 0.1433
H -19.19868 6.46606 11.33434 0.0968 0.3474 -0.2406 0.1332
H -20.67858 6.04334 9.34378 0.1255 0.3843 -0.1106 0.1486
H -20.25640 4.65562 14.60276 -0.1630 0.1004 -0.3413 0.1371
H -19.12421 5.09374 16.65625 0.4839 0.0378 0.0267 0.1502
H -18.31143 9.01255 15.71618 -0.2931 0.2517 -0.1646 0.1611
H -19.81791 8.90003 13.72067 -0.2845 -0.1979 -0.2860 0.1334
H -17.77214 6.27958 17.95973 0.8382 -0.0224 -0.1294 0.0763
H -18.33196 7.88967 17.99733 0.6999 0.3450 0.3509 0.0954
H -16.80100 7.61960 17.01082 0.2500 -0.3647 0.5315 0.1155
C -12.03850 5.05310 4.32584 0.4348 -1.5752 0.3358 0.0164
N -12.06248 5.71678 5.62491 0.8593 1.0414 0.3464 -0.0984
C -12.89445 6.76484 5.77024 0.9189 0.7781 -0.3517 -0.0068
C -12.88085 7.53805 6.90279 -0.8367 -0.0231 0.1604 0.0403
C -12.10236 7.17562 7.98605 1.0883 0.4350 -0.0826 -0.1152
C -11.15433 6.17766 7.77506 -0.0704 -1.3851 -0.2128 0.0858
C -11.13845 5.43684 6.59043 -1.3264 0.5298 0.7915 0.0592
C -12.15988 7.89559 9.27865 -0.6617 0.4970 0.7816 -0.1186
C -12.31178 9.29539 9.39530 -0.9958 -0.7519 1.0168 0.0443
C -12.51873 9.82004 10.67208 -0.4222 0.4643 -0.9355 -0.0034
N -12.50664 9.10172 11.79663 0.3498 -0.4830 -1.9045 -0.0459
C -12.30456 7.77502 11.64536 0.0514 -0.2830 2.6572 0.0293
C -12.20755 7.12286 10.45206 1.2148 0.9198 -2.1251 0.0699
C -12.74071 9.77189 13.09745 0.2117 -1.3127 0.3726 0.0465
H -11.04909 5.08387 3.87251 -0.0334 0.3856 0.0529 0.1122
H -12.79949 5.42672 3.64863 0.0141 0.0786 0.2096 0.0999
H -12.21176 4.00464 4.57450 -0.2420 -0.0880 -0.5126 0.1124
H -13.34610 7.09656 4.84704 -0.5658 -0.1876 0.2064 0.1394
H -13.53148 8.39493 7.00599 -0.1287 -0.0478 -0.2748 0.1311
H -10.50098 5.84734 8.57597 0.2809 0.2207 0.0554 0.1444
H -10.52272 4.55378 6.50114 0.1439 0.1027 -0.3530 0.1579
H -12.56602 9.96106 8.58340 0.5875 -0.0599 -0.2601 0.1159
H -12.85127 10.84337 10.77695 0.3673 0.1291 0.0734 0.1435
H -12.22407 7.23560 12.58244 0.0619 -0.1789 -0.0217 0.1426
H -11.97428 6.07849 10.30334 -0.2704 -0.2057 0.9880 0.1419
H -13.05579 8.95286 13.74171 0.1408 0.3760 0.3666 0.0967
H -13.56034 10.47996 13.00864 0.2120 0.0996 -0.1917 0.1069
H -11.78774 10.16700 13.44736 -0.1177 0.1139 0.0986 0.1134
As -9.49425 8.44947 16.04221 2.6349 -0.5147 2.4975 0.8183
F -7.88916 8.30489 15.36706 -1.0447 0.3016 -0.5102 -0.2564
F -9.59857 6.70313 16.09782 -0.4554 0.1880 -0.6522 -0.2509
F -11.06440 8.42939 16.88209 0.4098 0.4994 -0.9442 -0.2825
F -9.31627 10.19452 16.06262 -0.8130 -0.3678 -0.3143 -0.2822
F -10.27553 8.55324 14.44143 -0.1211 -0.0165 0.5352 -0.2992
F -8.65042 8.39835 17.61236 -1.2506 0.2341 -0.9465 -0.2697
As -7.84330 3.89413 19.06634 0.3237 -1.1837 -1.0588 0.8087
F -6.66890 3.60112 17.78782 -0.4034 -0.0151 0.3543 -0.2900
F -8.97464 4.50861 17.85074 -0.1533 -0.3570 0.3187 -0.2901
F -9.04160 4.13558 20.29999 0.4731 0.3989 -0.0561 -0.2608
F -6.64024 3.27057 20.21012 -0.6339 0.6503 -0.1745 -0.3013
F -7.22111 5.55360 19.15178 -0.3037 -0.9610 0.6373 -0.2909
F -8.48587 2.22620 18.88259 0.7428 1.7483 0.0975 -0.2931
As -13.58196 10.01629 23.37825 -0.0758 0.4983 -0.3993 0.8306
F -13.66803 8.81916 22.09700 -0.3522 0.3194 0.9530 -0.2772
F -14.73413 9.19646 24.44405 0.3922 0.5506 -0.8143 -0.2953
F -13.43476 11.36735 24.54090 -0.0844 -0.8029 -0.5600 -0.3221
F -12.35414 10.80792 22.35267 -0.8480 -0.0921 0.8066 -0.3080
F -14.95149 10.93924 22.60694 1.3395 -0.8153 0.6268 -0.3324
F -12.32546 9.11757 24.23166 -0.4393 0.5734 -0.5269 -0.2900
As -16.01375 6.66803 12.94155 1.0546 -1.2758 1.2774 0.8586
F -14.64931 5.55862 13.26963 -1.4728 1.1400 -0.2774 -0.2517
F -17.22353 5.48950 13.35759 -0.1456 -0.2596 -0.2231 -0.2592
F -17.39549 7.80434 12.66209 1.0203 -0.6284 -0.6722 -0.2938
F -14.86048 7.94247 12.62514 -0.8036 -0.3229 -0.5736 -0.2392
F -16.00030 5.96426 11.29403 -0.3538 1.4421 0.8051 -0.2937
F -16.05711 7.16302 14.63231 0.0523 -0.0100 -0.8154 -0.2442
As -11.99903 1.29309 21.25072 2.8242 0.4764 -0.4941 0.8311
F -11.78852 -0.06556 22.33931 -0.2073 0.0857 -0.5689 -0.2900
F -13.12087 1.94975 22.45872 -0.1087 -0.4505 -1.1517 -0.2980
F -12.25223 2.72803 20.22852 -0.7147 -0.8500 0.2203 -0.2883
F -10.79630 0.67175 20.08187 -1.5109 0.3042 1.1815 -0.2757
F -13.22814 0.36340 20.30222 -0.0762 0.8814 0.8050 -0.3386
F -10.67730 2.15969 22.02761 -1.0305 -0.5946 -0.1422 -0.2663
As -17.58517 7.09401 21.12030 2.0956 -0.0429 0.9133 0.7912
F -16.32702 7.45719 19.93089 -0.6231 -0.6087 0.3771 -0.2632
F -16.57632 5.87074 21.91145 -1.0437 0.6438 -0.8175 -0.2654
F -18.93515 6.84790 22.17590 -0.0462 -0.4006 -0.1303 -0.2660
F -18.57032 8.20137 20.19390 -0.4502 0.3192 -0.1225 -0.2917
F -18.22176 5.78327 20.03514 0.1583 0.2155 0.1161 -0.3454
F -16.96251 8.29364 22.21155 -0.6056 -0.4705 -0.9217 -0.2297
As -8.57568 5.53195 12.33411 1.4621 -1.0733 1.4752 0.8449
F -7.10818 5.10529 11.43228 -0.8369 0.9919 -0.3435 -0.2986
F -7.98332 4.40140 13.51449 -0.6801 0.8710 -0.3049 -0.2317
F -10.03519 5.83656 13.28477 0.2454 0.0424 -1.0097 -0.2797
F -9.19448 6.60109 10.98411 0.0890 -0.4264 0.4829 -0.3446
F -9.38385 4.16776 11.50520 -0.1358 1.0337 -0.0257 -0.3205
F -7.79064 6.92135 13.11514 -0.8666 -1.2955 -1.3684 -0.2612
As -10.19703 1.20483 15.73104 3.2401 -1.1562 1.9419 0.8633
F -9.66810 0.58016 17.33849 -1.7133 1.1176 -1.6189 -0.2755
F -11.00595 2.70740 16.31419 0.3512 -0.8123 -0.2432 -0.2788
F -10.48810 1.67237 14.06670 -0.6124 -0.1078 0.5669 -0.2830
F -9.50349 -0.31974 15.18258 -0.7352 0.3125 -0.6723 -0.2980
F -11.81799 0.49623 15.90985 0.3809 0.1331 -0.3644 -0.3042
F -8.62213 1.98785 15.63646 -1.5607 -0.2409 -0.1304 -0.2466
```
Positions in Å, forces in eV/Å.

E_LUMO, eV: -2.1
Frontier orbital gap, eV: 2.5
Total charge: -2

=====

Record 3
Molecular formula: C24H19BrN8O4Pt
Method: DFT, the ωB97M-V functional and the def2-TZVPD basis

The geometry in XYZ format:
```
57
Properties=species:S:1:pos:R:3:forces:R:3:lowdin_charge:R:1
Pt 0.06851 0.52978 -1.13373 0.3590 -0.3663 0.0373 1.2045
N -4.41849 -4.93172 6.25327 -0.0835 -0.0911 0.1750 0.1652
C -3.90739 -4.30222 5.44117 -0.3488 -0.4585 0.5733 -0.1934
C -3.28989 -3.54652 4.42237 0.5010 0.6109 -0.8759 -0.2292
C -4.07759 -2.84212 3.50677 0.0275 -0.2098 0.2906 -0.0073
C -3.48029 -2.13842 2.48497 0.2449 0.1850 -0.0838 -0.0076
C -2.08829 -2.08422 2.37787 -0.3352 -0.3298 0.5943 -0.1783
C -1.30879 -2.76972 3.31267 0.0180 0.1323 -0.3002 -0.0045
C -1.89729 -3.51182 4.31237 -0.3298 -0.0933 0.1884 -0.0066
C -1.45069 -1.29892 1.32117 0.6384 1.0496 -0.7337 -0.0244
C -0.57859 -0.26472 1.69977 -0.4997 -0.8890 0.2674 -0.2550
C -0.44159 0.28468 2.99987 0.2262 0.3007 0.0265 -0.0084
C 0.42261 1.35408 2.89077 -0.3203 -0.3502 0.4648 -0.0572
C 0.80451 1.43218 1.54997 -0.1243 -0.8578 -0.4958 -0.1241
N 0.22861 0.44088 0.84787 0.3571 0.9009 -0.4114 -0.1070
C -1.78309 -1.58722 -0.01593 -0.1738 -0.3794 0.3502 -0.2488
C -2.55509 -2.68272 -0.47423 0.1434 0.0650 -0.2043 -0.0237
C -2.59439 -2.59952 -1.85243 -0.2107 -0.1777 0.2740 -0.0756
C -1.86779 -1.46112 -2.20313 0.0654 0.4159 0.6661 -0.1428
N -1.38349 -0.85002 -1.10413 0.2052 0.0375 -0.6904 -0.1128
H -5.15249 -2.84902 3.61707 -0.0361 -0.0361 -0.0362 0.1226
H -4.08619 -1.58812 1.78087 -0.0325 0.0319 -0.0713 0.1290
H -0.23289 -2.73392 3.23207 0.0883 0.0308 -0.0293 0.1295
H -1.29139 -4.06282 5.01677 0.0182 -0.0170 0.0347 0.1228
H -0.96159 -0.05572 3.87277 -0.0592 -0.0653 0.2087 0.1096
H 0.74611 2.00848 3.67507 0.0546 0.1556 0.1540 0.0971
H 1.46311 2.14708 1.08997 0.0037 -0.0274 -0.1928 0.1017
H -2.99569 -3.44262 0.13987 -0.0765 -0.1343 0.1273 0.1070
H -3.08969 -3.27482 -2.52403 -0.0668 -0.0560 -0.1339 0.0937
H -1.72929 -1.06402 -3.19323 0.1078 0.0697 -0.0152 0.0866
N -0.00849 0.92888 -3.45073 0.2782 -0.3836 0.2868 -0.0156
N -0.87249 1.93958 -3.90993 0.0641 0.1874 -0.2253 0.0158
C -1.44529 2.78078 -2.99003 -0.5844 0.5633 0.9377 -0.3884
N -2.07759 3.88288 -3.42293 -0.0440 -0.1476 -0.0279 0.1938
N -1.32079 2.42258 -1.73703 0.4755 -0.4257 -0.9033 0.0612
N -1.93459 3.00018 -0.68833 -0.1355 0.0207 0.0533 -0.4128
O -1.69429 2.48798 0.38677 -0.5700 0.7910 -0.3813 0.0746
O -2.68399 3.95918 -0.87403 -0.2620 0.3332 0.4045 0.0297
H 0.98261 1.16248 -3.54893 -0.2470 0.0455 0.0320 0.0927
H -0.16689 0.05898 -3.95703 -0.0600 0.2763 0.1036 0.0994
H -0.67719 2.33818 -4.82343 0.0354 -0.1472 0.2858 0.1529
H -2.32319 3.99928 -4.39093 0.0342 -0.0129 -0.0060 0.1145
H -2.60249 4.36728 -2.69203 0.1614 -0.1404 -0.2865 0.0948
Br 6.51621 2.72558 1.42897 -0.0753 -0.1024 -0.1720 0.7169
C 5.91371 1.76168 -0.10373 0.1354 0.1113 0.1548 -0.6654
C 6.83871 1.07168 -0.87113 -0.0169 0.1003 0.0687 -0.1275
C 6.39961 0.38568 -1.99343 -0.0703 0.0236 0.0041 -0.0695
C 5.05101 0.34408 -2.30253 -0.1095 -0.0213 0.0178 -0.0178
C 4.12911 1.01358 -1.50303 0.1904 0.0798 0.1859 -0.1263
C 4.56571 1.75708 -0.41133 0.0612 -0.0536 -0.0581 -0.0629
C 2.66271 0.83178 -1.72733 0.4067 -1.1982 -1.0689 -0.6396
O 2.26681 -0.15442 -2.37773 0.9887 0.3603 -0.2884 -0.0523
O 1.86471 1.68068 -1.22283 -1.0141 0.3191 0.6876 -0.1541
H 7.88191 1.06708 -0.58963 0.0262 0.0537 -0.0237 0.0991
H 7.11091 -0.13442 -2.61863 0.0582 -0.0433 0.0030 0.1056
H 4.69941 -0.22842 -3.14933 -0.0744 -0.0148 0.0335 0.1154
H 3.85281 2.29528 0.19557 -0.0140 -0.0217 0.0239 0.1030
```
Positions in Å, forces in eV/Å.

E_LUMO, eV: -1.0
Frontier orbital gap, eV: 6.4

=====

Record 4
Molecular formula: C3H4N2O2S
Method: DFT, the ωB97M-V functional and the def2-TZVPD basis

The geometry in XYZ format:
```
12
Properties=species:S:1:pos:R:3:forces:R:3:lowdin_charge:R:1
C -3.63782 0.22112 -0.35348 2.0913 0.5856 0.9551 0.0327
N -2.33867 0.15215 -0.63634 -4.9781 0.4293 1.2705 0.0338
O -1.84014 0.23250 0.66178 1.2608 -0.3405 2.4784 -0.1751
C -0.61379 -0.22714 0.86545 2.0908 -0.0006 -5.4687 -0.2189
N 0.00000 -0.57787 -0.36945 -0.2314 0.9768 6.2882 -0.2985
S 1.67061 -0.98515 -0.07870 0.0609 0.1998 -0.4579 0.8279
C 2.69919 0.49768 -0.16018 -1.7425 0.7817 0.8474 -0.5839
O 2.32033 1.65647 -0.06140 1.1729 -2.1785 -0.5048 -0.0476
H -4.02317 0.31164 0.78298 0.9479 -0.3375 -2.8896 0.1390
H -4.31579 0.37152 -1.17063 -0.2051 -0.3370 -0.3348 0.0583
H -0.28405 -0.07307 1.96369 -0.2055 -0.5886 -2.0838 0.1633
H 3.73698 0.07072 -0.19001 -0.2621 0.8097 -0.1001 0.0689
```
Positions in Å, forces in eV/Å.

E_LUMO, eV: 0.0
Frontier orbital gap, eV: 9.0

=====

Respective calculated total energy values: -19593.211 -662026.730 -118592.527 -21081.313 eV.
Respective energy relative to the best compared isomer or geometry (same formula, charge and spin) values: 94.0 0.0 14.4 127.3 kcal/mol.